{
  "formula": "C17H51NO8",
  "method": "the ωB97M-V functional and the def2-TZVPD basis",
  "fmax_ev_per_a": 2.40,
  "homo_ev": -9.4,
  "smiles": "COC[C@H](C)N.CCO.CCO.CCO.CCO.CCO.CCO.CO",
  "relative_energy_ev": 1.500,
  "homo_lumo_gap_ev": 9.903,
  "symbols": ["C", "O", "H", "H", "H", "H", "C", "C", "O", "H", "H", "H", "H", "H", "H", "C", "C", "O", "H", "H", "H", "H", "H", "H", "C", "C", "O", "H", "H", "H", "H", "H", "H", "C", "C", "O", "H", "H", "H", "H", "H", "H", "C", "C", "O", "H", "H", "H", "H", "H", "H", "C", "C", "O", "H", "H", "H", "H", "H", "H", "C", "C", "C", "O", "C", "N", "H", "H", "H", "H", "H", "H", "H", "H", "H", "H", "H"],
  "coordinates": [[-1.855, -5.235, 2.324], [-2.444, -4.997, 3.601], [-0.999, -4.564, 2.237], [-1.491, -6.261, 2.284], [-2.489, -4.888, 1.507], [-3.381, -5.200, 3.581], [0.873, 3.416, 4.036], [1.772, 4.661, 3.843], [0.971, 5.776, 3.423], [0.229, 3.473, 4.912], [1.437, 2.483, 4.112], [0.332, 3.216, 3.109], [2.535, 4.601, 3.070], [2.181, 4.980, 4.804], [0.279, 5.892, 4.081], [5.409, -0.941, -2.036], [4.221, -1.069, -1.104], [3.019, -0.913, -1.822], [6.365, -0.877, -1.515], [5.309, -0.082, -2.700], [5.490, -1.819, -2.681], [4.332, -0.238, -0.398], [4.300, -1.997, -0.531], [2.398, -0.669, -1.117], [1.789, -5.100, 0.842], [2.680, -4.688, -0.306], [4.016, -4.745, 0.188], [2.223, -4.795, 1.794], [1.459, -6.138, 0.892], [0.812, -4.605, 0.833], [2.476, -3.690, -0.705], [2.590, -5.356, -1.162], [4.084, -4.216, 0.985], [0.739, -1.436, 1.877], [0.310, -0.165, 1.147], [1.208, 0.058, 0.052], [0.282, -2.280, 1.353], [0.327, -1.477, 2.885], [1.814, -1.609, 1.886], [0.401, 0.623, 1.903], [-0.722, -0.112, 0.800], [0.672, 0.724, -0.404], [-4.038, -1.838, -0.193], [-4.328, -0.679, -1.193], [-3.489, -0.871, -2.301], [-4.104, -2.773, -0.750], [-4.688, -1.917, 0.680], [-3.018, -1.766, 0.193], [-4.158, 0.309, -0.761], [-5.410, -0.816, -1.301], [-3.020, -0.019, -2.416], [-3.380, 3.610, -0.629], [-2.955, 3.078, 0.752], [-2.011, 1.989, 0.672], [-2.539, 3.991, -1.214], [-4.097, 4.432, -0.622], [-3.834, 2.834, -1.248], [-3.794, 2.573, 1.235], [-2.681, 3.852, 1.471], [-1.268, 2.269, 0.105], [-0.080, 0.461, -4.409], [-0.545, 0.867, -2.978], [0.327, 2.018, -2.475], [0.027, 2.295, -1.099], [0.420, 3.614, -0.747], [-1.930, 1.311, -2.958], [0.957, 0.191, -4.192], [-0.020, 1.365, -5.017], [-0.603, -0.365, -4.878], [-0.476, -0.042, -2.377], [0.160, 2.893, -3.103], [1.306, 1.529, -2.513], [-0.250, 4.285, -1.292], [1.435, 3.909, -1.025], [0.356, 3.851, 0.314], [-2.163, 2.085, -3.571], [-2.064, 1.729, -2.039]],
  "lowdin_charge": [-0.152, -0.126, 0.050, 0.078, 0.078, 0.069, -0.081, -0.291, -0.109, 0.073, 0.067, 0.055, 0.110, 0.103, 0.073, -0.093, -0.343, -0.091, 0.072, 0.072, 0.072, 0.111, 0.095, 0.027, -0.090, -0.294, -0.095, 0.077, 0.075, 0.043, 0.096, 0.115, 0.068, -0.063, -0.277, -0.098, 0.054, 0.077, 0.076, 0.102, 0.102, 0.040, -0.092, -0.327, -0.096, 0.068, 0.064, 0.052, 0.092, 0.099, 0.014, -0.076, -0.273, -0.108, 0.054, 0.076, 0.062, 0.108, 0.105, 0.020, -0.023, -0.395, -0.161, -0.265, -0.068, 0.043, 0.076, 0.079, 0.085, 0.148, 0.138, 0.133, 0.089, 0.102, 0.097, 0.104, 0.048]
}